(1)
Density functional theory data (wB97M-V/def2-TZVPD) for a cluster of 12 separate species, C43H122Br3N9O9 in total at a distorted geometry.

Each line ends with the Mulliken charge.
Atoms and positions in Å:
C  13.62476  21.83896  15.51089  -0.8983
N  12.93452  22.71918  14.52296  0.0445
C  11.44364  22.69336  14.95510  -0.8996
C  13.29400  24.18224  14.69317  -0.8633
C  13.01544  22.31020  13.02748  -0.2174
C  14.25150  21.56512  12.56159  -0.7539
O  14.29836  20.26300  13.12664  -0.1914
H  13.39948  22.14810  16.53157  0.5075
H  14.71132  21.88888  15.44015  0.3176
H  13.18650  20.84822  15.39070  0.2287
H  10.89760  23.22032  14.17264  0.4571
H  11.30534  23.10564  15.95460  0.4114
H  11.06118  21.67270  14.96441  0.2864
H  14.28478  24.26210  14.24585  0.3779
H  13.24658  24.39580  15.76099  0.4034
H  12.56736  24.76280  14.12481  0.4096
H  12.78436  23.14102  12.36082  0.4485
H  12.16614  21.65740  12.82586  -0.0277
H  15.17264  22.12044  12.73830  0.3748
H  14.15954  21.55580  11.47552  0.5212
H  14.98504  19.70640  12.75211  0.1276
C  22.77374  10.28458  20.04827  -0.8852
N  21.52000  10.13304  19.11580  0.0368
C  21.88750  9.13664  18.01994  -0.9405
C  20.23826  9.66147  19.89827  -0.8145
C  21.33588  11.54744  18.57161  -0.8718
C  20.10904  11.71076  17.59840  -0.3017
O  19.53892  12.98532  17.64867  -0.4774
H  22.42934  10.90810  20.87333  0.4632
H  23.67506  10.66054  19.56414  0.3609
H  22.88654  9.34956  20.59699  0.3982
H  22.03046  8.25426  18.64371  0.5005
H  22.82882  9.39692  17.53589  0.3536
H  21.11358  8.96545  17.27171  0.3387
H  19.63696  8.99436  19.28061  0.3324
H  19.66421  10.51224  20.26538  0.3677
H  20.56894  9.14186  20.79758  0.3616
H  22.28914  11.81380  18.11502  0.3765
H  21.19328  12.19458  19.43704  0.3966
H  19.25743  11.11286  17.92300  0.2543
H  20.30529  11.41928  16.56659  0.5124
H  19.81576  13.31504  16.79062  0.0336
C  16.04297  18.10822  15.37665  -0.6301
N  15.02340  16.96974  15.10815  2.0375
C  13.71502  17.36592  15.79793  0.3886
C  14.76014  16.76110  13.61723  -0.0687
C  15.50708  15.72238  15.88032  -0.3197
C  16.97468  15.31892  15.70416  -0.8822
O  17.08212  14.90024  14.38381  0.9637
H  16.39250  18.02708  16.40590  -0.1358
H  15.50854  19.04121  15.19774  0.0477
H  16.94100  18.03820  14.76286  0.3929
H  13.10286  16.46818  15.88416  0.0369
H  13.13070  18.12732  15.28128  -0.9910
H  13.89876  17.67486  16.82696  0.3158
H  15.74130  16.61264  13.16628  -0.1269
H  14.28702  17.65698  13.21517  0.0046
H  14.06628  15.93474  13.46297  -0.0029
H  14.96722  14.80714  15.63746  0.0874
H  15.23240  15.87746  16.92368  -0.0050
H  17.28028  14.53600  16.39823  0.2270
H  17.72172  16.07474  15.94656  0.1915
H  17.85700  14.38288  14.15255  -0.6652
C  15.65942  11.98856  13.86677  -0.3438
N  16.02194  10.47660  13.40877  0.3022
C  17.54754  10.39142  13.81127  -0.9084
C  15.26184  9.39710  14.16954  -0.8815
C  15.81702  10.33074  11.85612  0.1243
C  15.92402  8.96128  11.23681  -0.8736
O  17.14684  8.45406  11.53175  -0.4625
H  14.57692  12.03844  13.74932  0.5310
H  16.10368  12.68318  13.15386  -0.2477
H  15.98916  12.21450  14.88083  0.1925
H  18.12323  10.86122  13.01381  0.1293
H  17.77512  9.33380  13.67798  0.4602
H  17.64714  10.71090  14.84863  0.6040
H  14.23998  9.47446  13.79819  0.4280
H  15.26092  9.62684  15.23506  0.3208
H  15.62202  8.38134  14.00645  0.3414
H  16.41665  11.02718  11.27002  -0.4229
H  14.75922  10.57762  11.76567  0.4834
H  15.92802  8.92760  10.14733  0.4302
H  15.10148  8.33310  11.57875  0.3772
H  17.71018  8.90066  10.89551  0.3281
C  18.11116  15.74178  8.84290  -0.8875
N  18.01612  14.59620  9.87481  0.1873
C  17.45924  15.15236  11.23082  -0.8329
C  17.00346  13.60870  9.33217  -0.6611
C  19.34340  13.82686  10.19810  0.2561
C  20.19709  13.68140  8.96576  -1.2526
O  19.60040  13.00496  7.91176  -0.4623
H  17.09634  16.13932  8.85751  0.3735
H  18.59606  15.32928  7.95814  0.4141
H  18.72678  16.49867  9.32893  0.3346
H  18.10124  15.93410  11.63683  0.2253
H  17.48824  14.27606  11.87840  0.0728
H  16.45460  15.53462  11.05005  0.5194
H  17.36334  13.17382  8.39971  0.4602
H  16.04706  14.09970  9.15236  0.4202
H  16.77238  12.84142  10.07106  0.1461
H  19.10016  12.91968  10.75125  0.2125
H  19.92340  14.46426  10.86549  0.1153
H  21.06140  13.05416  9.18398  0.5650
H  20.58015  14.64044  8.61703  0.3600
H  19.80354  12.10728  8.18472  0.3674
C  13.46278  17.80258  23.12470  -0.7679
N  13.08196  17.76552  21.61789  -0.1178
C  12.27828  19.00903  21.31746  -0.8066
C  14.46866  17.83645  20.84500  -0.0407
C  12.32182  16.46428  21.24025  -0.4566
C  11.87576  16.30920  19.81748  -0.7222
O  12.87474  15.97686  18.86083  0.5552
H  13.97824  16.90452  23.46516  0.2845
H  12.56318  17.88002  23.73528  0.4078
H  14.08684  18.68968  23.23282  0.4174
H  11.96474  18.84908  20.28585  0.2846
H  13.03132  19.77861  21.48702  0.4276
H  11.47612  19.11658  22.04758  0.3307
H  15.12870  17.03260  21.17100  -0.1937
H  14.90436  18.81437  21.04975  0.3946
H  14.31144  17.59406  19.79399  -0.0488
H  11.58480  16.39652  22.04046  0.4912
H  13.03766  15.66124  21.41573  0.1765
H  11.31170  17.15642  19.42743  0.3329
H  11.17492  15.47456  19.83562  0.4690
H  12.51926  15.32790  18.24922  -0.5768
C  8.99034  17.89222  12.20540  -0.7938
N  9.71456  17.90948  13.66412  -0.0119
C  10.92606  18.95668  13.68698  -0.9137
C  8.66947  18.33354  14.75492  -0.8634
C  10.27866  16.51542  14.07778  -0.0711
C  10.82478  15.65560  13.00016  -0.6734
O  11.90038  16.18786  12.34107  -0.5428
H  8.42662  18.82372  12.15436  0.3329
H  8.45666  16.98350  11.92695  0.3258
H  9.87458  17.89906  11.56806  0.3915
H  10.64872  19.90135  13.21923  0.7008
H  11.79054  18.50070  13.20442  0.1722
H  11.16784  19.05982  14.74481  0.1649
H  9.34520  18.34430  15.61012  0.3734
H  7.89168  17.57009  14.77267  0.3967
H  8.25858  19.31254  14.50832  0.3458
H  9.40152  16.07464  14.55152  0.2953
H  11.10224  16.70322  14.76667  -0.0178
H  10.01786  15.18400  12.43930  0.4620
H  11.33024  14.89522  13.59550  0.4540
H  12.38310  15.44414  11.97300  0.3190
C  16.13136  14.10124  22.18998  -1.2052
C  16.37700  13.22626  20.91903  0.1692
C  15.08354  13.00540  20.04990  -0.3244
O  15.28524  12.23144  18.87847  -0.3830
C  14.23088  12.48700  17.94021  -0.2031
N  17.46172  13.90996  20.10196  0.2994
H  17.19490  14.82832  19.77711  -0.1775
H  18.24694  14.08014  20.71396  0.4202
H  17.83153  13.37936  19.32621  0.0671
H  15.32198  13.62832  22.74616  0.4284
H  15.83636  15.11916  21.93515  0.0867
H  16.97980  14.16160  22.87160  0.4897
H  16.86975  12.29886  21.21099  0.3127
H  14.72072  14.00516  19.81121  -0.0458
H  14.37282  12.39650  20.60865  0.5068
H  14.35204  11.77626  17.12275  0.2245
H  14.23158  13.49350  17.52181  -0.2593
H  13.27372  12.26220  18.41076  0.4533
C  20.81528  17.23492  13.84201  -1.2969
C  20.28643  18.69466  13.62759  0.2390
C  20.17409  19.57880  14.92154  -0.5585
O  19.92424  20.92140  14.61269  -0.4363
C  18.62104  21.35714  14.27289  -0.5589
N  21.33878  19.31670  12.68443  -0.1758
H  21.48102  20.31656  12.67365  0.3545
H  22.27234  18.95356  12.81373  0.3712
H  21.02784  19.03389  11.76604  0.3308
H  21.03316  16.65417  12.94569  0.4902
H  19.99156  16.72304  14.33955  0.0645
H  21.67402  17.10005  14.49965  0.3990
H  19.36121  18.78849  13.05903  0.2136
H  21.11544  19.55214  15.47039  0.3772
H  19.34100  19.28678  15.56092  0.3324
H  18.24996  20.62374  13.55698  0.1618
H  18.59944  22.35878  13.84354  0.3588
H  17.98722  21.33356  15.15935  0.3251
Br  19.96664  13.31084  14.06449  -0.7206
Br  17.52195  17.42882  18.98746  -0.7048
Br  11.46434  14.16208  16.63768  -0.6856

net charge	+6
Kohn-Sham gap	6.941	eV
spin multiplicity	1



(2)
Density functional theory data (wB97M-V/def2-TZVPD) for a structure of composition C43H27F21GeN3O4S4SiW at a distorted geometry.

Each line ends with the Mulliken charge.
Atoms and positions in Å:
W  -0.21718  0.59418  -0.83812  1.3453
C  -1.70958  -1.11852  -6.28542  -0.7575
C  -1.88138  -2.33982  -5.65582  -0.6735
C  -1.83218  -2.42432  -4.27552  -0.6348
C  -1.59218  -1.29392  -3.49992  0.5996
C  -1.42818  -0.06972  -4.14822  -0.6748
C  -1.50178  0.02188  -5.52722  -0.6839
Si  -1.45488  -1.40872  -1.59032  1.3978
C  -3.17828  -1.39722  -0.76722  0.7959
C  -4.33608  -1.55762  -1.52212  -0.8621
C  -5.57728  -1.59282  -0.91012  -0.8241
C  -5.67868  -1.43952  0.46258  -0.8281
C  -4.53418  -1.28342  1.22858  -0.6706
C  -3.29448  -1.27392  0.61688  0.2972
C  -0.69188  -3.12452  -1.18452  0.7335
C  0.60482  -3.43182  -1.60062  -0.1513
C  1.17462  -4.66052  -1.32302  -0.7770
C  0.45892  -5.61512  -0.61842  -0.7665
C  -0.82778  -5.32742  -0.19762  -0.7340
C  -1.39298  -4.09502  -0.47232  -0.7730
H  -1.73178  -1.05102  -7.36262  0.4092
H  -2.05588  -3.22602  -6.24412  0.4484
H  -1.97888  -3.37082  -3.77882  0.4777
H  -1.25018  0.83708  -3.56692  1.0893
H  -1.40208  0.98158  -6.01402  0.4728
H  -4.25038  -1.66782  -2.59392  0.4414
H  -6.46628  -1.74522  -1.50332  0.4185
H  -6.64468  -1.45082  0.94328  0.4228
H  -4.62608  -1.17612  2.29838  0.3597
H  -2.38858  -1.19272  1.21568  0.4177
H  1.15922  -2.68952  -2.15582  0.5700
H  2.17532  -4.88312  -1.66382  0.4515
H  0.89882  -6.57542  -0.39532  0.4058
H  -1.39898  -6.07002  0.33708  0.4671
H  -2.39758  -3.88862  -0.13672  0.4560
F  0.16992  2.52148  4.95218  -0.2860
C  -0.76718  2.77278  4.03788  0.7612
C  -0.88588  1.89708  2.97748  0.0834
C  -1.82498  2.18638  2.01428  -0.7784
F  -1.87038  1.33048  0.93388  0.3509
C  -2.64858  3.29808  2.06058  -0.1349
F  -3.52128  3.55028  1.08588  -0.3599
C  -2.52118  4.16218  3.14908  0.6145
F  -3.28008  5.24558  3.22138  -0.3185
C  -1.57388  3.90248  4.14158  -0.0054
F  -1.43938  4.73728  5.16058  -0.3228
Ge  0.20932  0.23058  2.78858  2.0373
S  0.62932  -0.79152  0.83618  -0.8323
C  -0.89288  -1.19182  3.67238  0.1708
C  -2.21768  -1.06512  4.04458  0.2273
F  -2.79608  0.14218  3.94348  -0.3704
C  -2.96188  -2.14932  4.49798  0.2766
F  -4.24298  -1.99882  4.82198  -0.3611
C  -2.35928  -3.40282  4.58888  0.6648
F  -3.06168  -4.45322  4.98968  -0.3013
C  -1.01378  -3.55142  4.24468  0.1439
F  -0.42398  -4.73772  4.33958  -0.3290
C  -0.31258  -2.44312  3.79128  -0.1763
F  0.98352  -2.53782  3.45358  -0.3995
C  1.91622  0.33598  3.83938  0.2045
C  1.92932  0.04958  5.19378  0.1771
F  0.75852  -0.18632  5.79328  -0.2803
C  3.11292  -0.00302  5.92328  0.0634
F  3.09592  -0.29352  7.21658  -0.2836
C  4.32542  0.23978  5.27578  0.5637
F  5.46802  0.18218  5.94418  -0.2807
C  4.33132  0.53778  3.91478  -0.2255
F  5.48242  0.76518  3.28188  -0.3011
C  3.12832  0.57898  3.22028  -0.2560
F  3.12602  0.84988  1.90298  -0.0478
F  -3.07148  4.75238  -2.18922  -0.1686
C  -2.06498  4.13458  -2.76692  0.4400
F  -1.15608  5.02488  -3.14542  -0.1681
F  -2.49128  3.47818  -3.83852  -0.1702
S  -1.26698  2.89948  -1.61142  -0.0026
O  -2.14858  1.76148  -1.54372  -0.4674
O  0.01092  2.54368  -2.19982  -0.2560
N  -1.07378  3.71778  -0.29962  -0.1472
S  0.24672  3.58878  0.53688  0.7112
O  0.66062  2.19918  0.64718  -0.6179
O  0.19962  4.33628  1.73228  -0.6565
C  1.59452  4.29648  -0.56252  0.7530
F  2.20802  3.26428  -1.15212  -0.1570
F  2.50822  4.97048  0.10818  -0.2083
F  1.08172  5.07388  -1.50852  -0.2357
C  3.61482  -1.35382  -0.87462  -0.6111
N  4.01182  -0.29242  -1.77022  0.2900
C  5.42882  -0.32892  -2.08592  -1.2558
C  3.12652  0.48108  -2.38142  0.1785
S  1.45152  -0.07522  -2.51742  -0.5675
N  3.47702  1.56508  -3.07312  0.2680
C  4.58242  2.41968  -2.68462  -1.2964
C  2.59782  2.11018  -4.08842  -1.2968
H  4.36292  -1.44062  -0.08772  0.5462
H  3.55262  -2.30292  -1.40882  0.5251
H  2.64352  -1.14902  -0.42632  -0.4391
H  5.73472  -1.37482  -2.14852  0.4325
H  6.03192  0.14468  -1.30872  0.3444
H  5.63412  0.13598  -3.04422  0.4138
H  4.91892  2.17748  -1.68102  0.3773
H  4.24162  3.45428  -2.68612  0.4676
H  5.41462  2.34728  -3.38542  0.3760
H  2.21692  1.30318  -4.71172  0.4926
H  3.17172  2.79358  -4.71042  0.4394
H  1.74632  2.63978  -3.65592  0.3121

net charge	+1
energy above the lowest of the compared OMol25 structures with the same formula, charge and spin	14.9	kcal per mole
Kohn-Sham gap (alpha / beta)	6.907 / 6.621	eV
spin multiplicity	3



Number 1: electronic energy -288470.059 eV. Number 2: electronic energy -224306.839 eV.